Molecular formula: C4H4F2
Method: DFT, ωB97M-V/def2-TZVPD

Positions of all 10 atoms, in Å:
C: 0.338 2.492 0.340
C: 0.334 0.990 0.008
C: -0.555 -0.090 0.006
C: 0.019 -1.484 -0.190
F: -0.836 3.061 0.563
F: 1.550 0.503 -0.341
H: -1.469 0.032 0.407
H: 0.849 -1.681 0.541
H: 0.524 -1.475 -1.162
H: -0.754 -2.348 -0.171

As for the charge: 0. The HOMO-LUMO gap comes out at 8.2 eV. The calculation puts the total energy at -9643.1370 eV. Its relative energy (zero: lowest compared OMol25 entry of this formula, charge and spin) is 319.9 kJ/mol. The max |F| comes out at 4.6 eV/Å.

These are the natural (NBO) partial charges, in e, on atoms 1 to 8: C 0.36; C 0.14; C -0.09; C -0.68; F -0.32; F -0.34; H 0.20; H 0.25



Molecular formula: C8H10N2OS
Method: DFT, ωB97M-V/def2-TZVPD

Positions of all 22 atoms, in Å:
C: -3.289 -0.792 0.161
C: -3.009 0.545 0.486
C: -2.336 -1.415 -0.698
C: -1.780 1.195 0.233
C: -1.108 -0.851 -0.968
C: -0.892 0.467 -0.630
C: 0.324 1.161 -0.721
C: 3.179 0.856 0.798
N: 1.699 -1.385 1.037
N: 2.536 -1.079 -1.272
O: 0.754 2.244 -0.962
S: 1.982 -0.351 -0.063
H: -4.158 -1.376 0.489
H: -3.629 1.001 1.185
H: -2.805 -2.443 -0.955
H: -1.451 2.082 0.701
H: -0.401 -1.248 -1.642
H: 4.029 0.618 1.527
H: 3.594 1.621 0.144
H: 2.474 1.353 1.356
H: 0.917 -1.329 1.543
H: 3.372 -0.873 -1.750

As for the charge: 0. The HOMO-LUMO gap (alpha / beta) comes out at 7.1 / 7.1 eV. The calculation puts the total energy at -24315.0804 eV. Its relative energy (zero: lowest compared OMol25 entry of this formula, charge and spin) is 558.0 kJ/mol. The max |F| comes out at 4.6 eV/Å.

These are the natural (NBO) partial charges, in e, on atoms 1 to 8: C -0.18; C -0.20; C -0.19; C -0.15; C -0.17; C -0.24; C 0.60; C -0.83



Molecular formula: C31H38N3NiO2P2Si2
Method: DFT, ωB97M-V/def2-TZVPD

Positions of all 79 atoms, in Å:
Ni: 0.045 0.032 1.767
C: 3.673 -2.582 0.940
Si: 1.891 -2.897 1.430
C: 1.400 -4.567 0.705
C: 1.879 -3.114 3.286
N: 0.872 -1.611 0.910
P: 0.078 -1.492 -0.505
C: -0.195 0.009 -1.086
P: -0.261 1.503 -0.459
N: 0.609 1.741 0.921
Si: 0.970 3.177 1.810
C: 1.854 2.744 3.401
C: 2.157 4.302 0.891
C: -0.570 4.144 2.272
C: 0.179 2.779 -1.702
C: -0.183 4.120 -1.601
C: 0.222 5.041 -2.557
C: 1.008 4.629 -3.626
C: 1.375 3.295 -3.736
C: 0.957 2.377 -2.782
C: -2.040 1.946 -0.106
C: -2.875 2.609 -1.002
C: -4.228 2.785 -0.733
C: -4.783 2.291 0.437
C: -3.975 1.598 1.331
C: -2.630 1.436 1.049
C: 0.939 -2.459 -1.815
C: 2.147 -1.945 -2.289
C: 2.842 -2.584 -3.302
C: 2.335 -3.746 -3.873
C: 1.135 -4.266 -3.413
C: 0.448 -3.628 -2.384
C: -1.521 -2.375 -0.307
C: -2.450 -2.345 -1.351
C: -3.703 -2.916 -1.202
C: -4.060 -3.508 0.006
C: -3.156 -3.523 1.055
C: -1.891 -2.964 0.895
H: 4.331 -3.350 1.358
H: 4.004 -1.608 1.311
H: 3.791 -2.589 -0.146
H: 1.655 -5.357 1.419
H: 1.921 -4.777 -0.232
H: 0.328 -4.634 0.508
H: 2.658 -3.833 3.558
H: 0.921 -3.507 3.639
H: 2.075 -2.184 3.817
H: 2.428 1.823 3.301
H: 1.166 2.600 4.237
H: 2.544 3.552 3.661
H: 3.093 3.761 0.721
H: 2.384 5.179 1.505
H: 1.794 4.647 -0.075
H: -1.253 3.504 2.838
H: -1.129 4.523 1.414
H: -0.302 4.995 2.906
H: -0.790 4.455 -0.769
H: -0.072 6.079 -2.465
H: 1.329 5.346 -4.372
H: 1.983 2.965 -4.570
H: 1.207 1.324 -2.862
H: -2.476 2.980 -1.937
H: -4.852 3.307 -1.449
H: -5.837 2.427 0.646
H: -4.388 1.176 2.239
H: -2.033 0.851 1.747
H: 2.529 -1.026 -1.857
H: 3.782 -2.172 -3.652
H: 2.873 -4.241 -4.673
H: 0.732 -5.173 -3.847
H: -0.476 -4.058 -2.019
H: -2.186 -1.838 -2.272
H: -4.410 -2.883 -2.022
H: -5.045 -3.943 0.129
H: -3.430 -3.962 2.007
H: -1.194 -2.964 1.725
O: -1.012 -0.774 3.399
N: -0.065 -0.596 4.204
O: 0.922 -0.064 3.655

As for the expectation value of S²: 2.010. As for the charge: -1. The HOMO-LUMO gap (alpha / beta) comes out at 7.0 / 6.9 eV. Its spin multiplicity is 3. The calculation puts the total energy at -116708.3879 eV. Its relative energy (zero: lowest compared OMol25 entry of this formula, charge and spin) is 29.7 kJ/mol. The max |F| comes out at 1.3 eV/Å.

These are the Löwdin partial charges, in e, on atoms 1 to 8: Ni 0.59; C -0.18; Si 0.32; C -0.17; C -0.19; N -0.30; P 0.60; C -0.39



Molecular formula: C18H32N4O2
Method: DFT, ωB97M-V/def2-TZVPD

Positions of all 56 atoms, in Å:
N: -3.467 -2.414 -0.435
C: -3.016 -1.218 -0.879
O: -3.284 -0.832 -1.999
C: -2.178 -0.370 0.102
N: -3.012 0.599 0.824
C: -4.205 0.098 1.480
C: -5.471 0.096 0.609
C: -5.718 1.487 0.034
C: -4.464 1.952 -0.699
C: -3.278 1.913 0.270
C: -1.429 -1.204 1.164
C: -0.403 -2.154 0.545
N: 0.555 -1.423 -0.258
C: 1.732 -1.060 0.363
O: 2.030 -1.488 1.463
N: 2.551 -0.216 -0.333
C: 3.902 0.040 0.127
C: 4.278 1.495 -0.146
C: 5.688 1.783 0.362
C: 6.696 0.845 -0.295
C: 6.321 -0.610 -0.029
C: 4.912 -0.901 -0.536
C: -0.104 -0.685 -1.310
C: -1.102 0.332 -0.745
H: -4.055 -2.955 -1.048
H: -3.295 -2.758 0.491
H: -4.022 -0.905 1.867
H: -4.383 0.754 2.341
H: -6.320 -0.224 1.218
H: -5.360 -0.610 -0.214
H: -6.575 1.468 -0.643
H: -5.944 2.184 0.846
H: -4.595 2.967 -1.076
H: -4.265 1.292 -1.545
H: -2.384 2.310 -0.205
H: -3.506 2.559 1.127
H: -2.109 -1.764 1.806
H: -0.901 -0.497 1.806
H: 0.151 -2.667 1.332
H: -0.889 -2.894 -0.100
H: 2.406 -0.099 -1.322
H: 3.891 -0.148 1.205
H: 3.559 2.156 0.341
H: 4.234 1.682 -1.222
H: 5.716 1.641 1.445
H: 5.952 2.821 0.152
H: 7.697 1.047 0.090
H: 6.710 1.025 -1.373
H: 6.362 -0.804 1.045
H: 7.035 -1.275 -0.519
H: 4.637 -1.934 -0.316
H: 4.877 -0.762 -1.621
H: 0.615 -0.165 -1.941
H: -0.637 -1.405 -1.940
H: -1.573 0.843 -1.584
H: -0.565 1.050 -0.124

As for the charge: 0. The HOMO-LUMO gap comes out at 8.8 eV. The calculation puts the total energy at -29242.8623 eV. Its relative energy (zero: lowest compared OMol25 entry of this formula, charge and spin) is 0.0 kJ/mol. The SMILES is NC(=O)C1(N2CCCCC2)CCN(C(=O)NC2CCCCC2)CC1. The max |F| comes out at 0.5 eV/Å.

These are the natural (NBO) partial charges, in e, on atoms 1 to 8: N -0.83; C 0.68; O -0.64; C 0.03; N -0.46; C -0.21; C -0.42; C -0.40



Molecular formula: C47H41AsCl2N9O2Ti
Method: DFT, ωB97M-V/def2-TZVPD

Positions of all 103 atoms, in Å:
Ti: 11.489 -18.010 -0.641
Cl: 13.328 -12.769 -4.622
C: 13.194 -13.638 -3.122
C: 12.793 -14.940 -3.294
C: 12.606 -15.801 -2.236
N: 12.335 -17.189 -2.390
C: 12.442 -17.801 -3.658
O: 11.809 -17.489 -4.665
C: 13.530 -18.877 -3.863
C: 14.174 -18.936 -5.134
C: 15.147 -19.859 -5.322
C: 15.560 -20.661 -4.233
C: 14.842 -20.563 -3.090
N: 13.746 -19.801 -2.938
C: 12.732 -15.276 -0.887
C: 13.197 -13.971 -0.678
C: 13.476 -13.192 -1.824
Cl: 14.190 -11.555 -1.572
N: 12.190 -16.094 0.094
C: 11.663 -15.593 1.268
O: 11.762 -14.442 1.652
C: 11.029 -16.617 2.074
C: 10.692 -16.359 3.390
C: 9.904 -17.229 4.096
C: 9.506 -18.410 3.469
C: 9.918 -18.701 2.163
N: 10.647 -17.814 1.434
H: 12.620 -15.256 -4.306
H: 13.727 -18.235 -5.794
H: 15.608 -19.929 -6.284
H: 16.388 -21.365 -4.300
H: 15.049 -21.145 -2.176
H: 13.467 -13.591 0.324
H: 11.010 -15.393 3.803
H: 9.512 -16.930 5.080
H: 8.859 -19.039 4.088
H: 9.736 -19.629 1.660
C: 8.801 -20.936 -6.323
C: 9.205 -20.629 -4.916
C: 10.370 -21.280 -4.434
C: 10.925 -21.102 -3.237
C: 10.295 -20.099 -2.383
N: 10.836 -19.886 -1.109
C: 10.919 -20.983 -0.328
C: 9.884 -21.929 -0.155
C: 10.155 -23.278 0.105
C: 11.399 -23.610 0.619
C: 11.730 -24.960 1.190
C: 12.345 -22.568 0.858
C: 12.085 -21.284 0.400
N: 13.063 -20.282 0.620
C: 14.039 -20.358 1.597
C: 14.960 -19.353 1.356
C: 14.351 -18.545 0.387
N: 13.108 -18.996 0.092
C: 9.252 -19.289 -2.874
C: 8.569 -19.704 -4.068
N: 8.844 -18.057 -2.262
C: 7.627 -17.400 -2.507
C: 7.607 -16.289 -1.712
C: 8.776 -16.288 -0.954
N: 9.542 -17.339 -1.278
H: 9.579 -20.682 -7.099
H: 7.977 -20.253 -6.544
H: 8.467 -22.011 -6.415
H: 10.816 -22.012 -5.154
H: 11.866 -21.534 -2.834
H: 8.936 -21.549 -0.378
H: 9.382 -24.070 0.041
H: 11.129 -25.753 0.777
H: 11.653 -24.955 2.274
H: 12.777 -25.203 1.051
H: 13.268 -22.745 1.427
H: 14.148 -21.227 2.273
H: 15.995 -19.266 1.653
H: 14.780 -17.634 0.017
H: 7.612 -19.135 -4.269
H: 6.979 -17.718 -3.289
H: 6.881 -15.468 -1.740
H: 8.963 -15.649 -0.085
C: 9.047 -18.397 -10.313
As: 9.834 -17.087 -9.083
C: 10.343 -15.741 -10.536
C: 8.282 -15.964 -8.352
C: 8.759 -14.594 -8.029
C: 9.508 -14.300 -6.897
C: 9.876 -12.992 -6.567
C: 9.562 -11.919 -7.383
C: 8.980 -12.216 -8.634
C: 8.652 -13.542 -8.947
H: 8.321 -19.002 -9.765
H: 9.821 -19.050 -10.651
H: 8.592 -17.854 -11.172
H: 11.019 -14.972 -10.075
H: 9.442 -15.264 -10.861
H: 10.905 -16.151 -11.382
H: 8.044 -16.452 -7.360
H: 7.408 -16.010 -9.041
H: 9.759 -15.124 -6.147
H: 10.428 -12.868 -5.630
H: 9.717 -10.892 -6.985
H: 8.674 -11.444 -9.306
H: 8.304 -13.772 -10.002

As for the charge: +1. The HOMO-LUMO gap comes out at 5.7 eV. The calculation puts the total energy at -175903.0881 eV. Its relative energy (zero: lowest compared OMol25 entry of this formula, charge and spin) is 83.9 kJ/mol. The max |F| comes out at 3.4 eV/Å.

These are the Löwdin partial charges, in e, on atoms 1 to 8: Ti 1.19; Cl 0.70; C -0.67; C -0.08; C -0.19; N 0.01; C -0.38; O 0.09